# C39H98O19

A 10-piece molecular cluster, C39H98O19 overall in a non-equilibrium geometry (ωB97M-V/def2-TZVPD, the OMol25 dataset).

Last column: Löwdin charge in e.
Positions of all 156 atoms, in Å:
C -20.36018 -5.25312 16.47186  -0.03
C -19.40002 -4.28010 15.90147  -0.45
C -20.11489 -3.45568 14.82872  -0.02
O -18.86988 -3.42543 16.96865  -0.09
H -21.35673 -4.78112 16.61835  0.09
H -19.98356 -5.49278 17.42911  0.07
H -20.50190 -6.04683 15.78762  0.06
H -18.50623 -4.72462 15.55227  0.09
H -19.48537 -3.06259 13.97524  0.09
H -20.70259 -2.66359 15.38296  0.09
H -20.87365 -3.98632 14.31287  0.04
H -19.61959 -2.83890 17.22124  0.06
C -25.46474 -3.48507 17.09519  -0.15
O -25.04697 -3.33928 15.79159  -0.19
C -24.78648 -4.50794 15.07455  -0.22
C -24.97307 -4.28101 13.63769  -0.16
O -25.11404 -5.51564 12.82819  -0.17
C -24.96349 -5.23529 11.47181  -0.13
H -25.04861 -4.34868 17.71293  0.11
H -26.54562 -3.73443 17.05792  0.09
H -25.45592 -2.51018 17.67323  0.10
H -25.43688 -5.34044 15.48101  0.15
H -23.84415 -4.86563 15.37210  0.10
H -24.15843 -3.68911 13.13199  0.11
H -25.85180 -3.62625 13.53099  0.14
H -23.97112 -5.05863 10.98075  0.07
H -25.50050 -4.33356 11.28023  0.07
H -25.37887 -6.08952 10.93480  0.09
C -16.05762 -5.35244 16.75039  -0.16
O -15.99810 -5.52252 15.38635  -0.21
C -16.01930 -4.25437 14.55377  -0.09
C -15.83038 -4.75096 13.08715  -0.16
O -17.03273 -5.36957 12.59192  -0.19
C -16.84558 -5.98085 11.37707  -0.14
H -16.91896 -4.72168 17.05268  0.07
H -15.09117 -5.05096 17.17223  0.09
H -16.19276 -6.33174 17.19204  0.08
H -15.07202 -3.71753 14.75410  0.13
H -16.82652 -3.61629 14.81659  0.08
H -14.98622 -5.44608 13.07411  0.13
H -15.54195 -3.84185 12.50532  0.11
H -17.81905 -6.27971 10.96906  0.09
H -16.06443 -6.69745 11.47013  0.08
H -16.54718 -5.31301 10.60581  0.07
C -24.05489 -4.06515 7.46049  -0.07
O -23.78475 -5.04401 8.52099  -0.22
C -22.38771 -5.45931 8.53539  -0.19
C -21.49822 -4.32217 8.95273  -0.23
O -21.90127 -3.82143 10.20520  -0.20
C -21.27837 -4.46316 11.32581  -0.07
H -25.14189 -3.87253 7.53702  0.09
H -23.98482 -4.58756 6.47712  0.10
H -23.53085 -3.16429 7.66834  0.06
H -22.06891 -5.82008 7.52538  0.13
H -22.31417 -6.31162 9.20935  0.12
H -21.49334 -3.51642 8.20728  0.12
H -20.48008 -4.68351 8.99193  0.12
H -21.71593 -4.28407 12.26051  0.05
H -20.24992 -4.25656 11.28239  0.07
H -21.32073 -5.60033 11.18273  0.11
C -20.79685 1.57199 14.37517  -0.06
O -21.08660 0.32115 13.71510  -0.21
C -22.31123 0.20614 12.98642  -0.20
C -22.60524 -1.25482 12.76683  -0.23
O -23.94661 -1.59230 12.52841  -0.20
C -24.31280 -1.57567 11.11831  -0.05
H -20.04943 1.26940 15.12016  0.08
H -21.60725 1.93833 14.93369  0.03
H -20.46681 2.34496 13.66546  0.10
H -22.34897 0.75477 12.02699  0.13
H -23.23536 0.48278 13.56901  0.14
H -22.32468 -1.70849 13.69047  0.11
H -22.01154 -1.56078 11.93942  0.11
H -23.77637 -2.25598 10.48312  0.07
H -24.17177 -0.53342 10.77353  0.09
H -25.35831 -1.65423 11.15098  0.07
C -13.64507 0.31308 19.33507  -0.11
O -14.77416 -0.29763 18.77070  -0.19
C -15.95220 0.47343 18.66308  -0.20
C -16.94720 -0.10384 17.63102  -0.23
O -16.27789 -0.17310 16.43243  -0.18
C -17.05570 -0.43370 15.28893  -0.08
H -12.98986 -0.49775 19.66356  0.09
H -13.90943 0.89630 20.19780  0.07
H -13.07834 0.96149 18.63680  0.10
H -15.76368 1.46485 18.24266  0.13
H -16.44231 0.63462 19.62282  0.11
H -17.85508 0.64962 17.60767  0.16
H -17.27791 -1.11395 17.94142  0.10
H -17.41627 -1.44829 15.35435  0.07
H -16.34999 -0.40574 14.46636  0.07
H -17.83773 0.37657 15.17798  0.10
C -19.84035 -7.42526 13.63630  -0.14
O -19.94471 -8.10202 14.83703  -0.20
C -18.69703 -8.41458 15.43195  -0.18
C -18.92216 -9.01158 16.83336  -0.23
O -19.49480 -8.10258 17.73527  -0.21
C -19.64049 -8.64856 19.09490  -0.05
H -20.86927 -7.01767 13.34287  0.11
H -19.54800 -8.06673 12.77752  0.09
H -19.08345 -6.62966 13.68401  0.07
H -18.02119 -7.52226 15.50764  0.13
H -18.24878 -9.23963 14.83876  0.13
H -17.98738 -9.37068 17.17504  0.10
H -19.58053 -9.93650 16.71989  0.14
H -18.71426 -9.09128 19.46608  0.08
H -20.38853 -9.40252 19.00103  0.07
H -19.90509 -7.75915 19.69271  0.10
C -14.02632 0.55939 12.63846  -0.10
O -15.32102 0.27271 12.04786  -0.23
C -15.27331 -0.95970 11.28637  -0.21
C -16.57340 -1.29580 10.67832  -0.25
O -17.52169 -1.69680 11.60545  -0.19
C -18.24329 -0.59950 12.21854  -0.07
H -14.21050 1.49807 13.21530  0.10
H -13.18019 0.75123 11.96197  0.08
H -13.72941 -0.28686 13.26392  0.08
H -14.99386 -1.73336 12.03128  0.11
H -14.39437 -0.85910 10.60440  0.13
H -16.51432 -2.07557 9.85410  0.15
H -16.92213 -0.33988 10.19760  0.14
H -18.85763 -1.10354 12.97498  0.07
H -18.87908 -0.18095 11.44481  0.09
H -17.60357 0.18796 12.64738  0.08
C -20.26291 -0.92692 19.39177  0.00
O -20.81413 -1.50318 18.14233  -0.22
C -22.18499 -1.68272 18.02427  -0.21
C -22.80787 -0.58687 17.11027  -0.15
O -22.62891 0.66256 17.81969  -0.20
C -23.31888 1.77514 17.19714  -0.08
H -20.28896 -1.67396 20.13964  0.08
H -20.75697 -0.03737 19.72299  0.09
H -19.20685 -0.90667 19.15650  0.05
H -22.63519 -1.69413 18.99870  0.12
H -22.32321 -2.63918 17.53614  0.11
H -23.87458 -0.69305 16.91956  0.11
H -22.22123 -0.66409 16.14743  0.13
H -24.35283 1.78935 17.40962  0.07
H -23.04262 1.78148 16.13945  0.05
H -22.88973 2.71868 17.64722  0.11
C -17.28226 0.30473 23.00661  -0.14
O -17.52376 -0.56841 21.95221  -0.18
C -16.31916 -1.18169 21.54599  -0.20
C -16.70879 -2.14932 20.40124  -0.16
O -17.07003 -3.40428 21.04593  -0.19
C -17.21391 -4.42938 20.06970  -0.10
H -16.54185 -0.16294 23.77347  0.11
H -18.23408 0.60663 23.47989  0.09
H -16.65772 1.21070 22.72614  0.09
H -15.86275 -1.76457 22.33775  0.12
H -15.54396 -0.48722 21.18104  0.10
H -15.94187 -2.26431 19.66637  0.11
H -17.62700 -1.81098 19.91848  0.09
H -16.53387 -4.32558 19.19746  0.06
H -18.18836 -4.33211 19.53788  0.09
H -17.01676 -5.35852 20.62264  0.09

Cartesian forces (eV/Å) of the 6 atoms listed first:
-1.1 1.2 0.2
-0.3 1.9 0.3
0.7 1.6 0.0
-1.0 0.3 -0.6
0.5 0.0 0.0
0.2 -1.1 0.9

Output
relative energy (zero: lowest compared OMol25 entry of this formula, charge and spin)	4.4590	eV
charge	0
SMILES string	CC(C)O.COCCOC.COCCOC.COCCOC.COCCOC.COCCOC.COCCOC.COCCOC.COCCOC.COCCOC
HOMO-LUMO gap	9.711	eV